{
  "formula": "C27H30N8SV",
  "method": "ωB97M-V with the def2-TZVPD basis set",
  "elements": ["N", "V", "H", "C", "H", "H", "H", "C", "H", "C", "C", "C", "C", "H", "H", "C", "H", "C", "H", "H", "C", "C", "H", "C", "N", "C", "C", "C", "H", "H", "H", "H", "C", "N", "H", "H", "H", "N", "C", "C", "C", "C", "H", "N", "H", "H", "C", "C", "H", "N", "H", "H", "H", "N", "S", "H", "C", "H", "H", "C", "C", "C", "C", "C", "N", "H", "H"],
  "coordinates": [[1.755025, 0.305014, -1.508979], [0.194848, -0.282350, -0.128751], [-2.405369, -4.265301, -1.721040], [-0.845283, 2.365237, 1.108656], [-3.393716, -3.044503, 2.693706], [-0.220272, 1.125358, -5.029086], [-2.626698, -0.878413, -2.581037], [3.500180, 1.343230, -3.390495], [1.579192, 1.720356, 1.946936], [-0.993754, 1.438351, 2.303004], [-0.288705, 4.182332, -0.856624], [3.949602, 0.995048, -2.117724], [-1.225441, 4.522641, 0.109833], [-0.839439, 1.985548, 3.265606], [-3.292285, -3.056194, -2.583795], [3.433063, -0.579680, 2.804629], [-1.744520, 5.471595, 0.087583], [0.334271, 2.940558, -0.774900], [5.172375, -1.863294, 2.945848], [-1.230547, -2.735845, 3.270948], [-3.107119, -0.303873, 0.079910], [-4.358443, -0.848301, 0.320896], [1.400209, 1.003307, 3.603621], [3.035696, 0.535153, -1.189730], [1.883413, -1.086380, 1.040200], [-2.117769, -1.685319, 1.639081], [1.299891, 0.598883, -2.771493], [-0.095929, 0.281166, -3.027430], [2.459996, -2.552720, -0.319725], [-0.123938, -2.509747, 1.907903], [4.997437, 1.062974, -1.869155], [-1.177479, -0.310185, 3.815946], [2.701634, -2.073281, 0.624778], [-2.476599, -3.312317, -2.044912], [-2.249737, 3.812430, 1.863299], [3.718668, 0.083723, 3.617250], [-0.053397, 4.868615, -1.675957], [-1.979659, -0.779246, 0.642469], [1.328026, 0.804438, 2.521409], [3.851468, -2.405858, 1.320616], [4.255673, -1.638012, 2.401934], [-0.392976, -0.729760, 3.162698], [-5.479726, -2.327764, 1.435042], [-0.729517, -0.232576, -1.971684], [4.170150, 1.768551, -4.118102], [4.454394, -3.236399, 1.015252], [-0.912752, -2.017594, 2.500204], [-0.764859, 0.429445, -4.364507], [1.827111, 1.468629, -4.713528], [-0.064915, 1.965996, 0.075045], [-1.800952, 0.811498, -4.219361], [0.469942, -0.943029, 3.818044], [-2.956250, 0.540416, -0.596484], [-1.697721, -1.175384, -2.224758], [-0.068107, -2.740384, -0.848213], [-5.215024, -0.490076, -0.244779], [2.244640, -0.352726, 2.127913], [1.171425, 2.685777, -1.424176], [-2.028551, 1.031360, 2.323510], [-1.501546, -2.428769, -1.778823], [-4.504281, -1.866729, 1.262539], [-3.349487, -2.265997, 1.931434], [2.167637, 1.187489, -3.719999], [-1.510247, 3.589879, 1.104092], [-0.029232, 0.331302, 2.164098], [3.322453, 0.317729, -0.155963], [-0.826176, -0.556022, -4.884720]],
  "forces_ev_per_angstrom": [[-0.529, -0.027, 0.251], [-0.842, -0.087, -0.528], [0.058, 0.151, 0.007], [-0.665, 0.142, -0.207], [-0.006, 0.275, -0.148], [-0.373, -0.388, 0.411], [1.063, -0.316, 0.262], [-0.620, 0.075, -0.128], [-0.110, -0.517, 0.361], [-0.432, -0.020, -0.502], [0.399, 0.095, -0.015], [0.100, -0.099, 0.286], [-0.353, -0.657, -0.097], [-0.049, -0.219, -0.700], [0.196, -0.079, -0.011], [0.201, -0.187, -0.188], [0.032, -0.004, -0.043], [-0.515, -0.365, -0.573], [-0.203, 0.066, -0.204], [0.182, 0.307, -0.175], [0.373, -0.270, -0.074], [-0.327, 0.166, -0.069], [0.076, 0.087, -0.356], [0.218, -0.128, -0.251], [0.259, 0.518, 0.351], [0.038, -0.224, -0.181], [-0.795, 0.166, -0.275], [1.522, 0.575, -0.787], [-0.122, -0.066, 0.272], [-0.258, 0.260, 0.166], [0.003, 0.170, 0.141], [0.290, -0.268, -0.140], [-0.037, 0.359, 0.335], [0.538, 0.029, 0.364], [0.221, 0.019, 0.179], [-0.071, -0.210, -0.054], [0.186, -0.246, 0.484], [-0.146, 0.156, 0.731], [0.159, -0.626, -0.601], [0.115, 0.178, 0.099], [-0.502, 0.290, 0.330], [-0.248, -0.330, 0.198], [0.403, 0.140, 0.062], [0.283, 0.379, 1.854], [0.211, -0.023, -0.089], [0.152, -0.268, -0.299], [-0.116, 0.057, -0.272], [-0.145, -0.250, -0.168], [-0.033, -0.099, 0.296], [0.623, 0.818, 1.189], [0.649, -0.197, -0.222], [-0.359, -0.048, -0.396], [-0.146, -0.313, -0.004], [-1.228, -0.641, -0.653], [-0.818, -0.101, -0.534], [0.129, 0.093, 0.224], [0.431, 0.185, -0.254], [-0.495, 0.026, -0.103], [0.701, 0.222, 0.046], [-0.068, 0.413, 0.049], [0.544, 0.058, -0.379], [-0.394, -0.150, 0.243], [0.229, -0.227, 0.170], [0.399, 0.135, -0.140], [0.007, 0.263, 0.743], [0.028, 0.139, -0.557], [-0.013, 0.637, 0.272]],
  "mulliken_spin": [0.0725, 2.1720, 0.0003, 0.0418, 0.0003, 0.0015, -0.0012, 0.0059, -0.0040, 0.0114, -0.0034, 0.1099, 0.0092, -0.0020, 0.0002, 0.0051, 0.0001, 0.0243, -0.0001, 0.0013, 0.0271, 0.0049, 0.0010, -0.0007, -0.0857, 0.0145, 0.1971, 0.2481, -0.0026, -0.0095, 0.0032, -0.0004, 0.0445, 0.0028, -0.0002, -0.0001, 0.0001, -0.0491, -0.0078, -0.0064, 0.0080, 0.0053, -0.0002, 0.0109, 0.0005, 0.0003, 0.0264, -0.0338, 0.0097, -0.0482, 0.0177, -0.0034, -0.0003, 0.0236, -0.0402, 0.0001, 0.0610, 0.0044, 0.0005, 0.0110, 0.0022, -0.0024, 0.0931, -0.0031, -0.0273, 0.0307, 0.0276],
  "homo_ha": [-0.423, -0.525],
  "total_charge": 2,
  "s2": 3.78,
  "multiplicity": 4
}

{
  "formula": "C27H31AuBrN4O10Sb",
  "method": "ωB97M-V with the def2-TZVPD basis set",
  "elements": ["O", "H", "C", "C", "O", "O", "H", "C", "H", "O", "C", "C", "O", "C", "H", "H", "H", "C", "H", "H", "O", "O", "H", "H", "H", "N", "C", "C", "H", "H", "N", "O", "H", "H", "H", "H", "Br", "C", "Sb", "H", "C", "H", "H", "H", "H", "C", "C", "H", "C", "H", "H", "C", "H", "C", "C", "C", "H", "O", "O", "Au", "C", "N", "H", "C", "N", "H", "C", "C", "C", "C", "C", "H", "C", "C", "H"],
  "coordinates": [[4.862435, 4.232056, 0.336943], [1.053135, -2.110444, 3.151243], [-2.494765, 0.791056, -5.508857], [-2.067165, -1.376644, 3.784843], [0.806435, 2.334056, 0.014743], [0.264135, -1.404744, -2.101157], [-0.739765, 3.296756, 4.963443], [-0.837565, 2.415456, 3.018543], [-2.100065, -1.610444, 0.348443], [-3.704465, 0.204556, -0.727057], [0.413135, -2.072644, -1.031657], [4.542335, 1.805156, -2.428357], [-1.547965, 0.572656, -0.592957], [0.669635, -4.391444, -0.118957], [-1.031065, 2.094656, -2.767857], [-0.813865, -3.527244, -3.022657], [-1.430365, 1.678556, 4.969743], [-2.067665, -0.867844, 2.362643], [5.433235, 1.785556, -3.022457], [-1.293865, -2.127644, 3.918643], [-3.234265, 0.259356, -7.596957], [2.450735, 3.446256, 0.990643], [1.172535, -3.971144, 0.739743], [0.314235, 1.901356, 4.783543], [-2.991265, 2.188656, 3.061843], [-0.594365, -5.440244, -2.347157], [5.213635, 3.598156, -0.757357], [-2.121965, -1.996944, 1.363043], [-2.347965, 2.872856, 1.557043], [2.208235, -0.428344, 1.792443], [3.472935, 1.035956, -2.671457], [0.735735, -1.561044, 0.049443], [3.359035, 0.314056, -3.370057], [-0.287965, -7.303644, -1.553657], [-4.095665, -0.623844, -5.536357], [-0.928065, 2.221456, -5.239557], [1.070835, -6.958544, 1.081543], [-3.440665, -0.164744, -3.536557], [-0.313865, 0.510156, 1.906443], [2.249735, 1.157656, 4.394543], [-0.150365, -6.242444, -1.402057], [-3.051865, -2.552644, 1.489643], [-2.425565, 3.856956, 3.021643], [-0.110465, 3.113356, 2.601543], [1.060935, -1.029844, 4.559543], [-3.415765, -0.063544, -4.912957], [4.246435, 2.606256, -1.335057], [-1.288165, -2.682244, 1.501843], [-2.560765, 0.585256, -2.761457], [-2.899365, -0.185244, 2.179643], [-4.144265, -0.813244, -3.037757], [2.009135, 2.731256, 0.091043], [-3.029665, -1.846444, 3.993843], [-0.425365, -4.138444, -2.222457], [2.518735, 1.014056, 3.350143], [-0.659765, 2.302556, 4.519843], [2.390035, 1.956556, 2.820643], [6.276435, 3.766756, -1.297957], [-1.617265, 1.658656, -7.418657], [0.468935, 0.625256, -1.320557], [-1.619865, 1.555056, -4.745757], [-2.448065, 0.911256, -6.947057], [3.946635, 4.006856, 0.673643], [-1.665665, 1.459256, -3.369957], [2.492235, 1.297056, -1.809657], [-1.920565, -0.580844, 4.510243], [1.586235, -1.303844, 3.647343], [-2.237265, 2.852756, 2.639543], [-2.642365, 0.442256, -1.263857], [2.926435, 2.248256, -0.987157], [1.735935, -0.119844, 2.724643], [2.578035, -1.664244, 3.919343], [0.479035, -5.755344, -0.262057], [0.209635, -3.553944, -1.129157], [3.580135, 0.763656, 3.321043]],
  "forces_ev_per_angstrom": [[-0.132, 0.273, 0.340], [-0.055, -0.206, 0.056], [0.011, -0.051, 1.287], [0.061, 0.194, 0.091], [-0.440, -0.024, -0.135], [-0.180, 0.466, -0.516], [-0.028, 0.063, 0.057], [0.237, -0.661, -0.502], [-0.026, -0.110, -0.066], [-0.285, -0.061, -0.006], [0.159, -0.465, 0.230], [-0.015, 0.382, 0.384], [1.072, 0.270, 0.350], [-0.060, -0.062, -0.083], [0.029, 0.073, 0.008], [0.004, 0.173, -0.065], [-0.049, -0.064, 0.042], [0.660, 0.451, -0.290], [0.181, -0.104, -0.117], [0.097, -0.083, 0.125], [-0.240, -0.187, -0.173], [0.090, 0.166, -0.074], [-0.005, 0.000, 0.068], [0.058, -0.017, 0.139], [-0.069, -0.042, -0.031], [-0.319, -0.256, -0.559], [-0.019, -0.267, -0.258], [0.084, 0.055, -0.222], [-0.191, 0.050, -0.078], [-0.109, -0.037, -0.074], [0.042, -0.024, 0.007], [0.145, -0.328, 0.548], [-0.038, 0.138, 0.118], [-0.016, -0.111, 0.071], [0.002, -0.046, -0.005], [-0.040, 0.014, -0.012], [-0.048, 0.130, -0.148], [0.140, 0.144, 0.108], [-0.226, 0.048, 1.389], [-0.033, 0.036, 0.060], [0.260, -0.076, 0.482], [-0.088, -0.044, 0.053], [-0.036, 0.072, 0.038], [0.081, -0.071, -0.042], [-0.055, -0.041, 0.125], [0.115, 0.098, -0.364], [-0.166, -0.141, -0.116], [0.060, -0.100, -0.018], [-0.076, -0.040, -0.032], [0.090, 0.139, -0.014], [-0.065, -0.034, 0.018], [0.236, 0.172, 0.212], [-0.066, -0.060, 0.030], [0.123, 0.472, 0.167], [-0.142, 0.220, -0.098], [0.118, -0.138, -0.066], [0.068, 0.070, 0.044], [0.036, -0.009, -0.039], [0.196, 0.180, -0.187], [-0.074, 0.116, -0.340], [-0.045, 0.040, -0.367], [0.070, 0.036, -0.491], [0.164, -0.188, -0.240], [-0.215, -0.159, 0.035], [-0.487, -0.015, 0.342], [0.011, 0.033, 0.181], [-0.108, -0.087, -0.182], [0.087, -0.088, -0.222], [-0.499, -0.104, -0.256], [0.504, -0.135, -0.419], [-0.809, 0.227, -0.463], [0.112, -0.105, 0.104], [0.058, 0.052, 0.092], [-0.007, -0.192, -0.055], [0.102, -0.019, 0.024]],
  "mulliken_spin": [0.0008, 0.0053, -0.0001, 0.0339, 0.0895, 0.1227, 0.0101, 0.0841, 0.0086, 0.0183, -0.0242, 0.0010, 0.1053, -0.0008, -0.0059, 0.0002, -0.0022, 0.1209, 0.0004, -0.0033, 0.0000, 0.0104, 0.0003, -0.0099, 0.0004, 0.0004, 0.0010, -0.0120, 0.0001, -0.0112, -0.0018, -0.0007, -0.0011, 0.0000, 0.0001, 0.0001, 0.0002, 0.0005, 0.5780, -0.0013, 0.0000, 0.0015, 0.0002, -0.0078, 0.0019, 0.0005, 0.0008, 0.0013, 0.0093, -0.0072, 0.0003, 0.0034, 0.0100, 0.0012, 0.0120, 0.0288, -0.0048, 0.0006, 0.0000, 0.5747, -0.0006, 0.0000, 0.0020, -0.0047, 0.0978, -0.0075, 0.0183, 0.0059, 0.0183, -0.0083, 0.1213, 0.0081, 0.0006, -0.0006, 0.0050],
  "homo_ha": [-0.307, -0.357],
  "total_charge": 0,
  "s2": 2.01,
  "multiplicity": 3
}

no.,calculated total energy (eV)
1,-76918.96915
2,-135205.74926